[1]
Here is a 3-piece molecular cluster, C36H31BClNO10P overall in a non-equilibrium geometry from the Open Molecules 2025 dataset. Energies are from ωB97M-V/def2-TZVPD.

The geometry in ORCA input format:
```
! RIJCOSX wB97M-V def2-TZVPD def2/J DEFGRID3
* xyz -1 1
C 2.296 0.738 1.644
B 2.983 1.884 0.694
O 3.964 2.835 1.312
C 4.353 3.601 0.121
C 4.886 4.963 0.784
C 6.508 5.055 0.661
C 7.256 3.853 1.426
Cl 7.016 5.040 -1.112
C 3.037 3.631 -0.843
C 3.046 2.708 -2.191
P 2.990 3.706 -3.788
O 3.891 4.963 -3.711
O 1.393 4.226 -4.194
O 3.552 2.649 -5.037
O 2.335 4.905 -0.976
C 1.605 5.220 0.204
N 1.334 5.353 1.383
O 2.101 2.852 -0.022
H 2.878 -0.249 1.461
H 2.306 1.000 2.762
H 1.231 0.538 1.252
H 3.739 1.227 0.010
H 5.179 2.996 -0.422
H 4.685 4.924 1.925
H 4.363 5.916 0.416
H 6.902 6.049 1.104
H 8.091 3.431 0.741
H 6.577 2.966 1.674
H 7.786 4.171 2.394
H 2.121 2.013 -2.148
H 3.956 2.016 -2.124
H 1.057 4.717 -3.399
H 4.057 1.903 -4.619
C 2.558 -7.538 0.949
C 2.824 -6.460 0.107
C 2.091 -5.285 0.227
C 1.080 -5.188 1.184
C 0.798 -6.275 2.011
C 1.547 -7.448 1.899
C -0.306 -6.202 2.997
O -0.551 -7.152 3.723
C -1.110 -4.963 3.082
C -2.190 -4.897 3.965
C -2.942 -3.731 4.060
C -2.614 -2.623 3.280
C -1.542 -2.687 2.395
C -0.796 -3.861 2.288
C 0.317 -3.926 1.317
O 0.595 -2.958 0.634
H 3.137 -8.452 0.860
H 3.605 -6.536 -0.643
H 2.306 -4.446 -0.428
H 1.341 -8.293 2.549
H -2.449 -5.755 4.578
H -3.784 -3.683 4.743
H -3.196 -1.710 3.360
H -1.294 -1.822 1.787
C -2.681 1.776 0.644
C -2.413 2.473 -0.533
C -3.220 2.287 -1.651
C -4.292 1.394 -1.598
C -4.545 0.679 -0.427
C -3.744 0.881 0.698
C -5.647 -0.307 -0.373
O -5.871 -0.931 0.652
C -6.468 -0.532 -1.584
C -7.474 -1.500 -1.566
C -8.260 -1.709 -2.695
C -8.050 -0.947 -3.842
C -7.045 0.014 -3.866
C -6.246 0.217 -2.739
C -5.156 1.217 -2.786
O -4.969 1.882 -3.792
H -2.056 1.928 1.518
H -1.576 3.162 -0.578
H -3.010 2.837 -2.563
H -3.943 0.338 1.617
H -7.645 -2.096 -0.675
H -9.038 -2.466 -2.681
H -8.667 -1.105 -4.721
H -6.883 0.602 -4.764
*
```

Results
LUMO energy = 0.48 eV
orbital gap = 5.6 eV
HOMO energy = -0.1895 Eh

Here are the Mulliken charges for atoms 1 to 4, given in e: atom 1 (C): -0.691, atom 2 (B): 1.331, atom 3 (O): -0.882, atom 4 (C): 0.227

---

[2]
Here is C36H31FN2OPdS2Te as an isolated structure in a non-equilibrium geometry from the Open Molecules 2025 dataset. Energies are from ωB97M-V/def2-TZVPD.

The geometry in ORCA input format:
```
! RIJCOSX wB97M-V def2-TZVPD def2/J DEFGRID3
* xyz -1 2
Pd 0.022 0.810 -0.379
S 2.473 2.886 0.540
C -0.110 2.997 1.227
N -1.145 2.062 1.305
C -2.344 2.497 0.917
C -3.502 1.703 0.928
C -4.687 2.229 0.468
C -4.754 3.542 0.007
C -3.633 4.362 0.031
C -2.436 3.849 0.485
S -0.900 4.652 0.600
H -3.413 0.694 1.303
H -5.577 1.613 0.468
H -5.693 3.928 -0.366
H -3.697 5.384 -0.307
C -3.520 5.597 -7.468
C -2.850 4.879 -6.331
C -2.494 3.543 -6.426
C -1.899 2.874 -5.364
C -1.525 1.434 -5.541
C -1.655 3.540 -4.160
Te -0.908 2.356 -2.429
N 0.905 2.586 0.324
C 0.480 3.277 2.613
O 0.519 4.403 3.065
C 0.976 2.105 3.363
C 1.636 2.389 4.562
C 2.107 1.378 5.370
C 1.925 0.056 4.998
C 1.293 -0.239 3.800
C 0.832 0.771 2.974
C 1.140 2.838 -2.835
C 1.483 4.171 -3.019
C 2.796 4.550 -3.221
C 3.793 3.591 -3.241
C 3.461 2.264 -3.049
C 2.145 1.868 -2.838
C 1.857 0.425 -2.590
C -2.006 4.885 -4.052
C -1.810 5.708 -2.814
C -2.583 5.533 -5.141
H -3.643 4.939 -8.324
H -2.939 6.466 -7.777
H -4.505 5.950 -7.161
H -2.688 3.009 -7.348
H -1.827 1.064 -6.518
H -2.001 0.827 -4.770
H -0.445 1.319 -5.439
H 1.760 3.423 4.841
H 2.623 1.619 6.290
H 2.274 -0.740 5.644
H 1.154 -1.269 3.503
H 0.350 0.505 2.032
H 0.708 4.922 -3.002
H 3.043 5.594 -3.341
H 4.826 3.874 -3.389
H 4.239 1.513 -3.050
H 2.743 -0.185 -2.753
H 1.044 0.060 -3.226
H 1.534 0.312 -1.509
H -1.400 5.120 -1.995
H -2.763 6.128 -2.496
H -1.139 6.546 -3.014
H -2.838 6.581 -5.046
F -1.748 -5.038 0.379
C -1.399 -3.745 0.103
C -0.064 -3.433 -0.052
C 0.282 -2.114 -0.297
C -0.683 -1.106 -0.411
C -2.022 -1.480 -0.282
C -2.389 -2.792 -0.020
H 0.686 -4.207 0.016
H 1.341 -1.879 -0.400
H -2.805 -0.737 -0.397
H -3.425 -3.079 0.086
*
```

Results
LUMO energy (spin up / spin down) = 1.20 / 1.46 eV
orbital gap (spin up / spin down) = 5.2 / 5.6 eV
HOMO energy (spin up / spin down) = -0.1464 / -0.1512 Eh
energy above the lowest of the compared OMol25 structures with the same formula, charge and spin = 283.2 kJ/mol

Here are the Mulliken charges for atoms 1 to 4, given in e: atom 1 (Pd): 0.167, atom 2 (S): -0.449, atom 3 (C): 2.469, atom 4 (N): -0.897

---

[3]
Here is C36H31N3S2W as an isolated structure from the Open Molecules 2025 dataset. Energies are from ωB97M-V/def2-TZVPD.

The geometry in ORCA input format:
```
! RIJCOSX wB97M-V def2-TZVPD def2/J DEFGRID3
* xyz 0 1
W -0.185 0.173 0.050
C -1.297 0.851 -3.172
C 0.176 0.610 -3.118
C 0.877 0.555 -4.307
C 2.247 0.324 -4.313
C 2.888 0.195 -3.109
C 2.146 0.254 -1.930
N 0.802 0.437 -1.924
C 2.757 0.191 -0.624
C 4.121 0.163 -0.402
C 4.624 0.190 0.888
C 3.718 0.232 1.938
C 2.362 0.235 1.683
N 1.857 0.224 0.410
C 1.342 0.157 2.704
C 1.635 0.264 4.061
C 0.637 0.078 4.983
C -0.626 -0.263 4.521
C -0.885 -0.345 3.165
C -2.246 -0.789 2.740
N 0.081 -0.072 2.244
H -1.578 1.150 -4.181
H -1.598 1.631 -2.473
H -1.840 -0.058 -2.912
H 0.335 0.688 -5.232
H 2.795 0.261 -5.243
H 3.952 0.023 -3.069
H 4.796 0.128 -1.244
H 5.688 0.173 1.071
H 4.073 0.232 2.958
H 2.641 0.495 4.375
H 0.835 0.166 6.042
H -1.428 -0.477 5.212
H -2.770 -1.207 3.598
H -2.178 -1.544 1.957
H -2.829 0.041 2.345
C -4.631 1.875 -0.466
C -3.139 1.748 -0.273
S -2.497 0.123 -0.271
C -2.306 2.799 -0.119
C -2.775 4.228 -0.123
S -0.591 2.577 0.077
H -5.081 0.890 -0.581
H -4.874 2.457 -1.358
H -5.109 2.362 0.386
H -3.856 4.301 -0.230
H -2.310 4.780 -0.943
H -2.485 4.727 0.803
C -0.160 -1.706 -0.541
C 0.210 -2.602 -1.358
C 0.521 -3.444 -2.355
C -0.530 -4.219 -3.047
C -0.242 -5.429 -3.681
C -1.244 -6.158 -4.304
C -2.551 -5.693 -4.307
C -2.850 -4.493 -3.674
C -1.852 -3.765 -3.049
C 1.933 -3.485 -2.803
C 2.261 -3.581 -4.158
C 3.581 -3.509 -4.576
C 4.603 -3.347 -3.651
C 4.290 -3.256 -2.300
C 2.971 -3.322 -1.882
H 0.771 -5.808 -3.673
H -1.002 -7.098 -4.784
H -3.331 -6.261 -4.796
H -3.867 -4.122 -3.667
H -2.084 -2.834 -2.545
H 1.470 -3.690 -4.890
H 3.811 -3.577 -5.632
H 5.634 -3.300 -3.978
H 5.079 -3.138 -1.567
H 2.726 -3.241 -0.830
*
```

Results
LUMO energy (spin up / spin down) = -0.71 / -0.72 eV
orbital gap (spin up / spin down) = 5.3 / 5.3 eV
HOMO energy (spin up / spin down) = -0.2198 / -0.2220 Eh

Here are the Mulliken charges for atoms 1 to 4, given in e: atom 1 (W): -0.144, atom 2 (C): -1.255, atom 3 (C): 1.012, atom 4 (C): -0.951